# 1
Here is a gas-phase ion, C6H11ClN (charge +1) in a non-equilibrium geometry from the OMol25 dataset. Energies are from the ωB97M-V functional and the def2-TZVPD basis.

Properties
Multiplicity: 1
DFT total energy: -749.872156 Ha
Frontier orbital gap: 10.020 eV
Energy relative to the best compared isomer or geometry (same formula, charge and spin): 11.6 kJ/mol
Charge: +1
SMILES: CC[N+]1=C(Cl)CCC1

CARTESIAN COORDINATES (ANGSTROEM)
C -1.55 -0.45 -0.13
C -1.27 -1.94 0.26
C 0.11 -2.15 -0.36
C 0.72 -0.81 -0.11
C 0.07 2.47 0.47
C -0.14 1.50 -0.68
N -0.31 0.13 -0.44
Cl -3.03 0.36 -0.05
H -1.29 -1.99 1.43
H -2.06 -2.53 -0.16
H 0.84 -2.90 0.10
H 0.06 -2.52 -1.44
H 1.13 -0.81 0.95
H 1.62 -0.54 -0.82
H 0.48 3.39 0.22
H -0.97 2.63 0.78
H 0.73 2.02 1.30
H 0.67 1.59 -1.49
H -0.96 1.82 -1.28

natural (NBO) population analysis, charges in e, atoms 1 to 6: 0.377, -0.478, -0.429, -0.243, -0.611, -0.248



# 2
Here is C6H11ClN2 in the gas phase in a non-equilibrium geometry from the OMol25 dataset. Energies are from the ωB97M-V functional and the def2-TZVPD basis.

Properties
Multiplicity: 1
DFT total energy: -804.746603 Ha
Frontier orbital gap (alpha / beta): 7.594 / 7.593 eV
Energy relative to the best compared isomer or geometry (same formula, charge and spin): 407.0 kJ/mol

CARTESIAN COORDINATES (ANGSTROEM)
C 0.99 1.33 -0.78
C 1.93 0.27 -0.86
C -0.17 1.15 -0.07
C -0.99 2.23 0.47
C 1.65 -2.09 -0.02
C -1.51 -0.94 0.15
N 1.27 -0.88 -0.61
N -0.35 -0.13 0.37
Cl 3.25 0.68 0.68
H 1.20 2.21 -1.30
H 2.52 0.27 -1.70
H -1.47 1.84 1.29
H -1.63 2.71 -0.31
H -0.44 3.13 0.72
H 1.60 -2.06 1.05
H 1.03 -2.98 -0.48
H 2.68 -2.20 -0.26
H -2.07 -0.85 -0.92
H -1.27 -1.91 0.18
H -2.37 -0.75 0.80

natural (NBO) population analysis, charges in e, atoms 1 to 6: -0.315, 0.070, 0.215, -0.651, -0.437, -0.425



# 3
Here is a gas-phase ion, C6H11ClN2O2P (charge +1) in a non-equilibrium geometry from the OMol25 dataset. Energies are from the ωB97M-V functional and the def2-TZVPD basis.

Properties
Multiplicity: 1
DFT total energy: -1296.343831 Ha
Frontier orbital gap: 9.931 eV
Charge: +1
SMILES: C[C@@H]1C[C@H](N=C=O)[N@@H+](P(O)Cl)C1

CARTESIAN COORDINATES (ANGSTROEM)
C 2.86 -0.02 -0.61
C 1.54 0.63 0.12
C 0.94 -0.39 1.25
C -0.68 -0.33 0.99
N -1.51 -1.60 0.98
C -0.91 -2.62 0.28
O -0.12 -3.47 -0.42
N -1.06 0.44 -0.26
P -2.54 1.43 -0.19
O -3.53 0.90 -1.57
Cl -3.77 0.92 1.50
C 0.24 1.08 -0.77
H 3.02 -1.10 -0.17
H 3.85 0.60 -0.38
H 2.77 -0.08 -1.78
H 1.96 1.68 0.48
H 1.13 0.21 2.26
H 1.43 -1.46 1.28
H -1.06 0.20 1.97
H -1.28 -0.21 -1.08
H -3.75 -0.06 -1.31
H 0.43 1.02 -1.94
H 0.04 2.22 -0.62

natural (NBO) population analysis, charges in e, atoms 1 to 6: -0.635, -0.237, -0.448, 0.088, -0.578, 0.873



# 4
Here is 2 unconnected molecules or ions with the total composition C6H11ClNO3P in a non-equilibrium geometry from the OMol25 dataset. Energies are from the ωB97M-V functional and the def2-TZVPD basis.

Properties
Multiplicity: 1
DFT total energy: -1317.218508 Ha
Frontier orbital gap: 9.007 eV
Energy relative to the best compared isomer or geometry (same formula, charge and spin): 149.4 kJ/mol
SMILES: CC(C)P(O)Cl.COC(=O)C#N

CARTESIAN COORDINATES (ANGSTROEM)
C 3.66 -0.92 -0.87
C 3.20 0.40 -0.32
C -0.49 0.10 -1.38
C -2.10 -1.14 -0.06
C 3.50 1.95 1.35
C -0.75 -1.22 -0.67
N 3.86 -2.05 -1.08
O 2.27 0.99 -0.83
O -0.32 -2.25 1.85
O 3.85 0.73 0.74
P 0.55 -1.43 0.70
Cl 0.40 0.37 1.42
H 0.03 -3.02 2.35
H 0.58 0.29 -1.53
H -0.97 0.00 -2.39
H -0.72 1.08 -0.90
H -3.00 -1.16 -0.82
H -2.28 -0.23 0.52
H -2.27 -2.02 0.58
H 3.67 2.00 2.46
H 2.37 1.99 1.16
H 4.00 2.80 0.96
H -0.80 -2.10 -1.29

natural (NBO) population analysis, charges in e, atoms 1 to 6: 0.171, 0.732, -0.655, -0.618, -0.289, -0.527



# 5
Here is C6H11ClO in the gas phase in a non-equilibrium geometry from the OMol25 dataset. Energies are from the ωB97M-V functional and the def2-TZVPD basis.

Properties
Multiplicity: 1
DFT total energy: -770.477716 Ha
Frontier orbital gap: 10.042 eV
Energy relative to the best compared isomer or geometry (same formula, charge and spin): 450.7 kJ/mol
SMILES: C=COCC[C@H](C)Cl

CARTESIAN COORDINATES (ANGSTROEM)
C -1.85 1.28 -0.44
C -1.48 -0.20 -0.25
C -0.46 -0.29 0.93
C 0.63 0.73 0.54
C 1.96 -0.69 -0.87
C 2.42 -1.54 0.13
H -2.25 1.57 0.59
H -0.99 1.87 -0.86
H -2.74 1.47 -1.23
H -1.14 -0.48 -1.24
H -0.26 -1.32 0.99
H -0.96 0.17 1.96
H 0.23 1.77 0.45
H 1.72 1.05 1.19
H 2.02 -1.08 -2.13
H 2.73 -2.61 -0.14
H 2.13 -0.97 1.25
O 1.24 0.48 -0.68
Cl -2.97 -1.21 -0.19

natural (NBO) population analysis, charges in e, atoms 1 to 6: -0.642, -0.196, -0.460, -0.085, 0.131, -0.575



# 6
Here is C6H11ClO3 in the gas phase from the OMol25 dataset. Energies are from the ωB97M-V functional and the def2-TZVPD basis.

Properties
Multiplicity: 1
DFT total energy: -921.109061 Ha
Frontier orbital gap: 11.401 eV
Energy relative to the best compared isomer or geometry (same formula, charge and spin): 0.0 kJ/mol
SMILES: O=CO[C@@H](Cl)CCCCO

CARTESIAN COORDINATES (ANGSTROEM)
O -3.71 -0.65 0.08
C -2.56 -0.56 -0.22
O -1.99 -1.39 -1.13
C -0.76 -2.03 -0.79
Cl -0.49 -3.20 -2.12
C 0.45 -1.11 -0.66
C 0.66 -0.50 0.74
C 1.49 0.79 0.68
C 0.60 2.00 0.41
O 1.44 3.12 0.13
H -1.91 0.23 0.18
H -0.89 -2.64 0.10
H 1.33 -1.72 -0.88
H 0.41 -0.34 -1.43
H -0.29 -0.29 1.24
H 1.17 -1.24 1.37
H 2.03 0.95 1.62
H 2.23 0.72 -0.12
H -0.05 1.79 -0.45
H -0.02 2.19 1.29
H 0.88 3.88 -0.03

natural (NBO) population analysis, charges in e, atoms 1 to 6: -0.515, 0.646, -0.533, 0.121, -0.039, -0.463